Model 1:
{"formula": "C23H31N3O4S", "method": "the ωB97M-V functional and the def2-TZVPD basis", "species": ["C", "C", "C", "C", "C", "C", "C", "C", "C", "O", "N", "C", "C", "C", "S", "O", "O", "N", "C", "C", "C", "C", "O", "N", "C", "C", "C", "C", "C", "C", "C", "H", "H", "H", "H", "H", "H", "H", "H", "H", "H", "H", "H", "H", "H", "H", "H", "H", "H", "H", "H", "H", "H", "H", "H", "H", "H", "H", "H", "H", "H", "H"], "coordinates": [[-5.630, -3.150, 1.401], [-4.709, -2.414, 0.477], [-5.218, -1.453, -0.393], [-4.378, -0.759, -1.246], [-3.021, -1.012, -1.239], [-2.483, -1.977, -0.382], [-1.053, -2.202, -0.414], [-0.407, -3.259, 0.105], [1.010, -3.465, 0.051], [1.438, -4.668, 0.482], [2.787, -4.748, 0.387], [3.218, -3.614, -0.091], [4.650, -3.332, -0.323], [2.123, -2.734, -0.332], [2.427, -1.104, -0.939], [1.193, -0.381, -1.136], [3.291, -1.194, -2.076], [3.342, -0.494, 0.331], [2.633, -0.368, 1.588], [1.608, 0.765, 1.575], [2.237, 2.080, 1.094], [1.145, 3.128, 0.843], [1.129, 4.189, 1.435], [0.241, 2.748, -0.077], [-0.899, 3.546, -0.531], [-1.787, 3.892, 0.667], [-0.388, 4.825, -1.199], [-1.676, 2.691, -1.530], [3.082, 1.897, -0.175], [4.048, 0.723, -0.027], [-3.348, -2.667, 0.472], [-6.124, -2.452, 2.077], [-5.089, -3.882, 1.994], [-6.404, -3.664, 0.833], [-6.279, -1.249, -0.395], [-4.785, -0.015, -1.915], [-2.362, -0.479, -1.909], [-0.476, -1.444, -0.924], [-0.936, -4.073, 0.581], [5.226, -4.245, -0.208], [4.995, -2.585, 0.391], [4.779, -2.919, -1.321], [2.138, -1.322, 1.785], [3.385, -0.201, 2.366], [1.205, 0.903, 2.580], [0.790, 0.473, 0.919], [2.882, 2.475, 1.887], [0.369, 1.859, -0.538], [-2.645, 4.474, 0.342], [-1.219, 4.471, 1.388], [-2.141, 2.983, 1.149], [0.240, 4.580, -2.054], [-1.222, 5.433, -1.539], [0.199, 5.397, -0.487], [-1.037, 2.395, -2.360], [-2.518, 3.252, -1.927], [-2.057, 1.795, -1.043], [2.441, 1.695, -1.034], [3.640, 2.814, -0.374], [4.559, 0.524, -0.970], [4.791, 0.919, 0.752], [-2.948, -3.400, 1.156]], "lowdin_charge": [-0.049, -0.270, -0.043, -0.070, -0.042, -0.205, -0.007, 0.011, -0.213, 0.025, 0.118, -0.321, -0.016, -0.159, 0.707, -0.306, -0.261, -0.232, -0.176, -0.126, -0.209, -0.464, 0.064, 0.128, -0.582, -0.032, -0.031, -0.035, -0.124, -0.183, 0.013, 0.084, 0.074, 0.083, 0.114, 0.105, 0.107, 0.084, 0.119, 0.088, 0.084, 0.078, 0.120, 0.135, 0.131, 0.091, 0.152, 0.109, 0.084, 0.075, 0.086, 0.085, 0.083, 0.077, 0.088, 0.089, 0.067, 0.102, 0.131, 0.118, 0.134, 0.112], "homo_lumo_gap_ev": 8.128, "charge": 0, "smiles": "Cc1cccc(/C=C/c2onc(C)c2S(=O)(=O)N2CCC(C(=O)NC(C)(C)C)CC2)c1"}

---

Model 2:
{"formula": "C23H31N3O4S", "method": "the ωB97M-V functional and the def2-TZVPD basis", "species": ["C", "C", "N", "C", "C", "C", "O", "C", "C", "C", "N", "S", "O", "O", "C", "C", "C", "N", "O", "C", "C", "C", "C", "C", "C", "C", "C", "C", "C", "C", "C", "H", "H", "H", "H", "H", "H", "H", "H", "H", "H", "H", "H", "H", "H", "H", "H", "H", "H", "H", "H", "H", "H", "H", "H", "H", "H", "H", "H", "H", "H", "H"], "coordinates": [[1.873, -0.683, 2.050], [2.082, 0.683, 2.696], [1.502, 1.763, 1.904], [2.439, 2.625, 1.220], [3.192, 1.910, 0.097], [0.156, 1.899, 1.981], [-0.488, 1.165, 2.711], [-0.523, 2.979, 1.132], [-2.010, 3.105, 1.495], [-2.800, 1.857, 1.104], [-2.574, 1.502, -0.284], [-3.541, 0.244, -0.793], [-4.905, 0.631, -0.601], [-3.112, -0.118, -2.113], [-3.170, -1.093, 0.309], [-3.837, -1.492, 1.499], [-5.075, -0.921, 2.076], [-3.186, -2.479, 2.059], [-2.095, -2.751, 1.301], [-2.070, -1.927, 0.241], [-1.015, -1.976, -0.726], [0.144, -2.620, -0.513], [1.280, -2.652, -1.410], [2.458, -3.270, -0.982], [3.570, -3.302, -1.801], [3.526, -2.723, -3.057], [2.364, -2.104, -3.510], [2.322, -1.495, -4.879], [1.255, -2.073, -2.683], [-1.182, 1.352, -0.635], [-0.443, 2.656, -0.364], [2.287, -0.715, 1.044], [2.354, -1.449, 2.652], [0.810, -0.901, 1.998], [1.597, 0.685, 3.677], [3.146, 0.889, 2.826], [3.166, 2.994, 1.955], [1.915, 3.490, 0.816], [3.807, 2.627, -0.442], [3.841, 1.136, 0.495], [2.501, 1.448, -0.604], [-0.041, 3.941, 1.338], [-2.119, 3.254, 2.570], [-2.419, 3.972, 0.975], [-3.872, 2.033, 1.208], [-2.504, 1.037, 1.769], [-5.629, -0.399, 1.300], [-5.677, -1.712, 2.514], [-4.818, -0.214, 2.864], [-1.230, -1.425, -1.629], [0.273, -3.144, 0.426], [2.494, -3.722, -0.002], [4.476, -3.782, -1.461], [4.397, -2.753, -3.697], [1.402, -0.938, -5.030], [2.380, -2.276, -5.637], [3.169, -0.827, -5.027], [0.351, -1.598, -3.034], [-1.153, 1.098, -1.695], [-0.710, 0.540, -0.059], [0.585, 2.560, -0.710], [-0.924, 3.459, -0.926]], "lowdin_charge": [-0.063, -0.192, -0.058, -0.210, -0.071, -0.420, 0.060, -0.218, -0.111, -0.194, -0.208, 0.681, -0.272, -0.279, -0.150, -0.313, -0.010, 0.122, 0.032, -0.234, -0.015, -0.017, -0.216, -0.044, -0.075, -0.047, -0.272, -0.049, 0.016, -0.190, -0.109, 0.061, 0.079, 0.064, 0.122, 0.117, 0.124, 0.104, 0.076, 0.069, 0.067, 0.141, 0.126, 0.123, 0.124, 0.111, 0.067, 0.087, 0.090, 0.095, 0.122, 0.111, 0.104, 0.112, 0.075, 0.085, 0.081, 0.114, 0.121, 0.122, 0.097, 0.130], "homo_lumo_gap_ev": 8.051, "charge": 0, "smiles": "CCN(CC)C(=O)C1CCN(S(=O)(=O)c2c(C)noc2/C=C/c2cccc(C)c2)CC1"}

---

Least stable structure: model 2

---

Model 1:
{"formula": "C5H8N3", "method": "the ωB97M-V functional and the def2-TZVPD basis", "species": ["C", "C", "C", "C", "C", "N", "N", "N", "H", "H", "H", "H", "H", "H", "H", "H"], "coordinates": [[1.538, 1.270, -2.833], [1.428, 1.278, -1.513], [-0.233, -0.339, -0.989], [-1.077, -0.875, 0.076], [0.573, 1.110, 0.723], [0.361, -0.642, -3.277], [0.598, 0.632, -0.663], [-0.097, -1.007, -2.230], [2.209, 1.998, -1.138], [-0.568, -1.659, 0.603], [-1.827, -1.327, -0.518], [-1.514, -0.181, 0.734], [-0.472, 1.062, 1.079], [1.137, 0.467, 1.379], [1.028, 2.021, 0.662], [-0.750, -1.902, -2.253]], "lowdin_charge": [0.247, -0.242, -0.182, 0.029, 0.059, 0.199, -0.044, -0.050, 0.147, 0.130, 0.093, 0.084, 0.108, 0.131, 0.075, 0.215], "homo_lumo_gap_ev": 7.875, "charge": 1}

---

Model 2:
{"formula": "C5H8N3", "method": "the ωB97M-V functional and the def2-TZVPD basis", "species": ["C", "C", "C", "N", "C", "N", "C", "N", "H", "H", "H", "H", "H", "H", "H", "H"], "coordinates": [[3.697, 0.611, 0.264], [2.567, 0.127, 0.142], [1.236, -0.179, -0.187], [0.822, -1.438, 0.046], [-0.542, -1.508, -0.157], [-1.049, 0.108, -0.505], [-1.980, 0.650, 0.530], [0.258, 0.692, -0.513], [4.634, 0.921, 0.487], [-0.781, -1.935, -1.109], [-1.142, -1.912, 0.624], [-1.543, 0.206, -1.443], [-1.475, 0.796, 1.538], [-2.656, 1.396, 0.181], [-2.619, -0.158, 0.623], [0.575, 1.623, -0.522]], "lowdin_charge": [0.236, -0.007, -0.337, 0.118, -0.038, -0.041, 0.020, 0.099, 0.024, 0.121, 0.120, 0.214, 0.150, 0.096, 0.065, 0.160], "homo_lumo_gap_ev": 9.897, "charge": 1, "smiles": "C#CC1=NC[N@@H+](C)N1"}

---

Model 3:
{"formula": "C5H8N3", "method": "the ωB97M-V functional and the def2-TZVPD basis", "species": ["C", "N", "N", "C", "C", "C", "C", "N", "H", "H", "H", "H", "H", "H", "H", "H"], "coordinates": [[-2.510, -0.108, 0.149], [-1.507, 0.879, -0.030], [-0.271, 0.725, -0.055], [0.570, 1.778, -0.112], [1.891, 1.366, -0.068], [2.125, -0.146, 0.055], [1.112, -0.941, -0.038], [0.372, -1.977, -0.213], [-2.110, -0.944, 0.651], [-3.369, 0.421, 0.564], [-2.675, -0.392, -0.841], [0.074, 2.756, 0.094], [2.733, 2.003, 0.109], [3.124, -0.428, 0.357], [-0.070, -2.553, 0.471], [0.511, -2.440, -1.093]], "lowdin_charge": [-0.045, 0.047, -0.037, -0.082, 0.030, 0.017, -0.055, 0.191, 0.062, 0.109, 0.086, 0.149, 0.106, 0.138, 0.139, 0.145], "homo_lumo_gap_ev": 8.279, "charge": 1, "smiles": "C/N=N/C=C\\C=C=[NH2+]"}

---

Least stable structure: model 1

---

Model 1:
{"formula": "C21H24N2O4S", "method": "the ωB97M-V functional and the def2-TZVPD basis", "species": ["C", "S", "C", "C", "C", "N", "C", "C", "O", "C", "O", "O", "C", "C", "O", "N", "C", "C", "C", "C", "C", "C", "C", "C", "C", "C", "C", "C", "H", "H", "H", "H", "H", "H", "H", "H", "H", "H", "H", "H", "H", "H", "H", "H", "H", "H", "H", "H", "H", "H", "H", "H"], "coordinates": [[-6.745, -0.793, -0.478], [-5.120, -1.562, -0.236], [-4.207, -0.756, -1.607], [-2.745, -0.513, -1.260], [-2.551, 0.760, -0.409], [-3.202, 0.677, 0.871], [-4.397, 1.256, 1.125], [-4.921, 0.972, 2.513], [-4.986, 1.929, 0.304], [-1.058, 0.936, -0.205], [-0.461, 0.598, 0.785], [-0.482, 1.485, -1.274], [0.939, 1.492, -1.253], [1.418, 0.035, -1.124], [0.732, -0.871, -1.542], [2.604, -0.143, -0.488], [3.489, 0.916, -0.170], [3.912, 1.075, 1.146], [4.795, 2.089, 1.467], [5.263, 2.945, 0.484], [4.851, 2.780, -0.828], [3.971, 1.766, -1.159], [3.010, -1.445, -0.086], [2.106, -2.312, 0.514], [2.525, -3.572, 0.904], [3.838, -3.965, 0.710], [4.740, -3.093, 0.123], [4.330, -1.835, -0.278], [-6.646, 0.284, -0.370], [-7.399, -1.190, 0.292], [-7.126, -1.055, -1.461], [-4.284, -1.415, -2.472], [-4.717, 0.184, -1.814], [-2.343, -1.373, -0.721], [-2.168, -0.395, -2.179], [-2.964, 1.622, -0.942], [-2.751, 0.101, 1.565], [-4.168, 1.207, 3.260], [-5.813, 1.566, 2.693], [-5.173, -0.084, 2.587], [1.239, 1.928, -2.206], [1.303, 2.098, -0.418], [3.541, 0.402, 1.904], [5.117, 2.212, 2.490], [5.952, 3.736, 0.738], [5.224, 3.437, -1.599], [3.667, 1.618, -2.185], [1.088, -1.996, 0.672], [1.821, -4.246, 1.368], [4.160, -4.949, 1.018], [5.766, -3.394, -0.029], [5.029, -1.153, -0.740]], "lowdin_charge": [-0.396, 0.802, -0.452, -0.187, -0.215, 0.083, -0.574, 0.003, 0.039, -0.447, 0.137, 0.036, -0.053, -0.408, 0.106, 0.059, -0.243, 0.001, -0.068, -0.085, -0.072, -0.024, -0.198, -0.002, -0.070, -0.092, -0.079, -0.011, 0.019, 0.029, 0.033, 0.073, 0.078, 0.120, 0.123, 0.164, 0.149, 0.081, 0.085, 0.073, 0.139, 0.138, 0.128, 0.106, 0.103, 0.105, 0.121, 0.116, 0.105, 0.100, 0.103, 0.119], "homo_lumo_gap_ev": 8.737, "charge": 0, "smiles": "CSCC[C@@H](NC(C)=O)C(=O)OCC(=O)N(c1ccccc1)c1ccccc1"}

---

Model 2:
{"formula": "C21H24N2O4S", "method": "the ωB97M-V functional and the def2-TZVPD basis", "species": ["C", "O", "C", "O", "C", "C", "C", "C", "N", "C", "C", "O", "N", "C", "C", "C", "C", "C", "C", "O", "C", "C", "C", "C", "C", "S", "C", "C", "H", "H", "H", "H", "H", "H", "H", "H", "H", "H", "H", "H", "H", "H", "H", "H", "H", "H", "H", "H", "H", "H", "H", "H"], "coordinates": [[5.049, -2.284, 4.391], [4.365, -1.381, 3.452], [4.149, -2.010, 2.356], [4.721, -2.992, 2.073], [3.230, -1.240, 1.344], [3.052, -1.617, 0.039], [2.090, -0.814, -0.683], [1.345, -0.004, -0.196], [0.505, 0.897, -0.808], [0.555, 2.424, -0.841], [-0.571, 2.947, -0.043], [-0.259, 3.404, 1.168], [-1.650, 3.061, -0.622], [-2.871, 3.442, -0.175], [-3.863, 4.324, -0.676], [-4.818, 3.609, -1.534], [-5.079, 2.602, -0.529], [-3.915, 2.293, 0.180], [-0.403, 0.533, -1.702], [-0.997, 1.095, -2.518], [-0.805, -1.051, -1.824], [-1.196, -1.915, -2.627], [-1.409, -3.132, -2.350], [-1.407, -3.486, -0.822], [-1.736, -4.643, -0.010], [-0.874, -1.984, -0.170], [1.680, 0.448, 1.097], [2.570, 0.031, 1.958], [5.027, -1.685, 5.244], [4.650, -3.305, 4.343], [6.117, -2.243, 3.876], [3.523, -2.430, -0.361], [1.951, -1.151, -1.792], [1.548, 2.591, -0.579], [0.617, 2.802, -2.009], [-1.889, 2.483, -1.675], [-2.609, 3.681, 1.003], [-3.058, 4.927, -1.524], [-4.269, 4.904, -0.183], [-5.572, 3.929, -1.873], [-4.112, 3.008, -2.414], [-5.777, 2.893, -0.005], [-5.710, 1.782, -1.113], [-3.456, 1.484, -0.281], [-4.061, 1.893, 1.032], [-1.160, -1.532, -3.596], [-1.900, -4.005, -3.078], [-1.988, -5.403, -1.076], [-0.841, -4.861, 0.297], [-2.355, -4.162, 0.696], [1.120, 1.433, 1.506], [2.541, 0.053, 2.991]], "lowdin_charge": [0.011, -0.034, -0.557, 0.120, -0.024, 0.038, -0.074, -0.387, 0.051, -0.001, -0.469, -0.046, 0.105, -0.328, -0.153, -0.124, -0.257, -0.104, -0.475, 0.092, -0.262, -0.351, -0.132, -0.561, -0.093, 1.044, -0.036, 0.041, 0.068, 0.103, 0.144, 0.091, 0.178, 0.107, 0.196, 0.254, 0.211, 0.205, 0.002, 0.010, 0.197, 0.039, 0.180, 0.106, 0.066, 0.129, 0.158, 0.197, 0.001, 0.067, 0.165, 0.092], "homo_lumo_gap_ev": 8.490, "charge": 0, "smiles": "COC(=O)c1ccc(N(CC(=O)NC2CCCC2)C(=O)c2ccc(C)s2)cc1"}

---

Least stable structure: model 2